[1]
A molecular structure, C3H7NO5SSn in a non-equilibrium geometry, computed with ωB97M-V/def2-TZVPD.

The geometry in ORCA input format:
```
! wB97M-V def2-TZVPD RIJCOSX def2/J DEFGRID3
* xyz 0 1
Sn -7.05 -7.21 -6.42
S -4.45 -8.98 -5.27
O -4.87 -9.61 -4.03
O -7.86 -7.48 -8.33
O -5.53 -9.01 -6.33
O -3.27 -8.35 -5.70
C -11.07 -8.40 -4.44
C -9.72 -8.99 -4.83
O -8.72 -8.30 -4.54
N -9.62 -10.08 -5.57
C -8.32 -10.65 -5.99
H -10.88 -7.76 -3.58
H -11.87 -9.13 -4.24
H -11.35 -7.64 -5.18
H -10.44 -10.61 -5.77
H -7.65 -9.94 -6.43
H -8.51 -11.23 -6.85
H -8.04 -11.26 -5.14
*
```

Calculated values
- highest occupied orbital energy (Ha) = -0.2907
- LUMO (hartree) = -0.069
- orbital gap (Eh) = 0.221
- strongest force on any atom (eV Å⁻¹) = 5.936

[2]
A molecular structure, C30H50NdP4Se in a non-equilibrium geometry, computed with ωB97M-V/def2-TZVPD.

The geometry in ORCA input format:
```
! wB97M-V def2-TZVPD RIJCOSX def2/J DEFGRID3
* xyz 3 4
Nd 0.30 1.85 -1.01
P 0.41 -1.26 1.20
P 2.29 -0.33 -1.38
P -2.44 0.74 0.41
H -0.60 3.46 -5.23
C -1.08 4.06 -4.45
C -0.84 3.73 -3.15
H -0.20 2.79 -3.10
C -0.15 -2.89 0.54
C 2.08 -1.73 1.79
C -0.46 -1.24 2.81
C 2.07 0.58 -2.96
C 4.09 -0.11 -1.05
C 2.42 -2.06 -1.99
C -3.61 1.59 -0.75
C -3.31 1.27 1.95
C -3.32 -0.89 0.48
H -1.74 4.85 -4.94
H -1.19 4.22 -2.25
H 0.00 -3.67 1.30
H 0.44 -3.13 -0.36
H -1.21 -2.83 0.27
H 2.10 -2.79 2.12
H 2.36 -1.08 2.63
H 2.79 -1.58 0.95
H -0.67 -2.27 3.16
H -1.41 -0.68 2.70
H 0.17 -0.73 3.56
H 3.07 0.60 -3.42
H 1.78 1.67 -2.92
H 1.39 0.04 -3.63
H 4.63 -0.99 -1.43
H 4.27 -0.03 0.04
H 4.45 0.79 -1.56
H 3.34 -2.13 -2.59
H 1.56 -2.35 -2.60
H 2.53 -2.76 -1.15
H -4.62 1.40 -0.38
H -3.48 1.18 -1.75
H -3.41 2.66 -0.74
H -4.38 1.33 1.71
H -2.95 2.24 2.31
H -3.18 0.50 2.73
H -4.39 -0.66 0.49
H -3.06 -1.44 1.40
H -3.12 -1.56 -0.36
C -2.10 -0.88 -4.39
C -1.73 0.24 -5.14
C -2.53 0.62 -6.25
C -3.72 -0.11 -6.50
C -3.97 -1.31 -5.81
C -3.07 -1.79 -4.86
Se -1.57 -1.14 -2.55
H -2.88 -1.83 -2.15
H -0.80 0.81 -4.90
H -2.26 1.49 -6.85
H -4.44 0.16 -7.27
H -4.87 -1.86 -6.11
H -3.22 -2.75 -4.34
C 2.93 2.98 0.77
P 1.54 2.08 1.61
C 2.48 1.42 3.08
C 3.87 1.14 3.11
C 4.43 0.36 4.14
C 3.62 -0.12 5.18
C 2.25 0.22 5.22
C 1.72 1.02 4.20
C 0.71 3.51 2.38
C -0.57 3.27 2.90
C -1.40 4.30 3.36
C -0.94 5.64 3.33
C 0.36 5.90 2.85
C 1.18 4.84 2.39
H 3.61 2.33 0.23
H 3.45 3.44 1.62
H 2.49 3.75 0.13
H 4.52 1.55 2.34
H 5.51 0.16 4.15
H 4.05 -0.77 5.97
H 1.63 -0.11 6.06
H 0.67 1.34 4.26
H -0.95 2.25 2.97
H -2.39 4.11 3.79
H -1.57 6.49 3.68
H 0.76 6.93 2.87
H 2.20 5.08 2.05
*
```

Calculated values
- expectation value of S² = 3.797
- highest occupied orbital energy (spin up / spin down) (Ha) = -0.5753 / -0.5754
- LUMO (spin up / spin down) (hartree) = -0.403 / -0.354
- orbital gap (spin up / spin down) (Eh) = 0.172 / 0.221
- strongest force on any atom (eV Å⁻¹) = 3.545

[3]
C19H27FN4O6S in the gas phase in a non-equilibrium geometry, computed with ωB97M-V/def2-TZVPD.

The geometry in ORCA input format:
```
! wB97M-V def2-TZVPD RIJCOSX def2/J DEFGRID3
* xyz 0 1
O 0.25 -1.30 2.43
C -0.36 -0.55 1.68
N -1.65 -0.62 1.36
H -2.07 0.05 0.72
C -2.57 -1.57 1.94
C -3.71 -1.86 0.97
H -4.39 -2.58 1.44
C -4.50 -0.60 0.61
N -3.70 0.36 -0.14
C -4.20 1.72 -0.02
C -3.25 2.67 -0.75
O -3.14 2.32 -2.11
C -2.64 1.01 -2.23
C -3.58 0.01 -1.54
H -3.16 -0.99 -1.63
H -4.56 0.03 -2.04
H -2.57 0.80 -3.29
H -1.64 0.95 -1.76
H -3.62 3.69 -0.72
H -2.26 2.62 -0.27
H -4.25 2.00 1.04
H -5.21 1.82 -0.46
H -4.82 -0.12 1.54
H -5.41 -0.89 0.05
H -3.31 -2.33 0.07
H -2.98 -1.16 2.87
H -2.02 -2.48 2.19
C 0.35 0.63 1.01
O -0.16 1.30 0.13
N 1.55 0.84 1.57
H 1.86 0.12 2.20
C 2.45 1.89 1.19
H 1.87 2.73 0.80
H 3.02 2.22 2.07
C 3.44 1.45 0.09
N 4.07 0.19 0.45
S 4.18 -0.87 -0.88
O 4.50 -0.17 -2.09
O 5.05 -1.94 -0.46
C 2.50 -1.46 -0.96
C 2.08 -2.41 -0.05
C 0.78 -2.89 -0.11
C -0.05 -2.38 -1.09
C 0.35 -1.43 -2.01
C 1.65 -0.97 -1.94
H 2.03 -0.25 -2.65
H -0.34 -1.07 -2.76
F -1.32 -2.85 -1.16
H 0.42 -3.62 0.59
H 2.78 -2.77 0.69
C 5.36 0.55 1.01
H 6.05 -0.28 0.85
H 5.24 0.74 2.08
C 5.71 1.82 0.24
H 6.23 1.58 -0.70
H 6.31 2.53 0.82
O 4.46 2.42 -0.04
H 2.91 1.33 -0.86
*
```

Calculated values
- highest occupied orbital energy (Ha) = -0.3364
- LUMO (hartree) = 0.022
- orbital gap (Eh) = 0.358
- ΔE to the lowest compared entry with this formula, charge and spin (kcal/mol) = 0.0
- SMILES string = O=C(NCCCN1CCOCC1)C(=O)NC[C@H]1OCCN1S(=O)(=O)c1ccc(F)cc1
- strongest force on any atom (eV Å⁻¹) = 1.031

[4]
A molecular structure, C25H26Br2N4O8P2Y, computed with ωB97M-V/def2-TZVPD.

The geometry in ORCA input format:
```
! wB97M-V def2-TZVPD RIJCOSX def2/J DEFGRID3
* xyz 1 1
Y 0.06 -0.12 0.15
C -0.23 -3.08 4.33
C 0.07 -1.77 3.59
O 0.56 -0.76 4.47
P -1.46 -1.00 2.93
O -2.32 -2.08 2.20
O -2.37 -0.64 4.17
O -1.16 0.18 2.05
P 1.13 -2.05 2.09
O 2.23 -3.06 2.63
O 0.23 -2.64 1.04
O 1.72 -0.74 1.65
H -1.09 -2.98 4.98
H 0.64 -3.33 4.94
H -0.39 -3.91 3.63
H 1.51 -0.86 4.60
H -2.10 -3.00 2.37
H -2.13 0.18 4.62
H 2.48 -3.74 2.00
C 1.58 2.15 2.87
C 0.74 2.92 1.89
C 0.43 4.26 2.18
C -0.35 4.99 1.34
C -0.84 4.39 0.15
C -1.66 5.05 -0.79
Br -2.17 6.85 -0.53
C -2.11 4.39 -1.90
C -1.73 3.06 -2.12
Br -2.39 2.17 -3.66
C -0.90 2.36 -1.26
O -0.52 1.13 -1.47
C -0.47 3.05 -0.08
N 0.30 2.32 0.80
H 2.28 2.82 3.37
H 2.13 1.35 2.38
H 0.95 1.69 3.63
H 0.82 4.71 3.09
H -0.60 6.01 1.56
H -2.74 4.89 -2.61
C 0.26 -4.06 -2.37
C 1.56 -4.07 -2.84
C 2.32 -2.92 -2.72
C 1.75 -1.80 -2.15
N 0.51 -1.80 -1.65
C -0.21 -2.92 -1.77
C 2.51 -0.52 -2.07
C 3.46 -0.20 -3.03
C 4.14 1.00 -2.92
C 3.86 1.84 -1.86
C 2.88 1.46 -0.96
N 2.20 0.31 -1.06
H -0.38 -4.93 -2.45
H 1.98 -4.96 -3.28
H 3.35 -2.90 -3.05
H -1.20 -2.89 -1.34
H 3.64 -0.87 -3.86
H 4.88 1.27 -3.66
H 4.37 2.78 -1.73
H 2.60 2.10 -0.14
C -3.89 -1.65 -3.42
C -4.28 -0.97 -2.10
C -3.12 -0.82 -1.22
N -2.21 -0.70 -0.53
H -4.78 -1.77 -4.04
H -3.46 -2.64 -3.24
H -3.17 -1.05 -3.96
H -5.04 -1.53 -1.57
H -4.67 0.03 -2.29
*
```

Calculated values
- highest occupied orbital energy (Ha) = -0.3590
- LUMO (hartree) = -0.096
- orbital gap (Eh) = 0.263
- ΔE to the lowest compared entry with this formula, charge and spin (kcal/mol) = 20.1
- strongest force on any atom (eV Å⁻¹) = 0.813